1.
71
Properties=species:S:1:pos:R:3 method="wB97M-V/def2-TZVPD" relative_energy_ev=0.653 total_energy_ev=-91004.54420 charge=+3 homo_energy_ha="-0.582 / -0.582" gap_ha="0.188 / 0.188"
Lu -0.16 0.68 -0.98
P -1.23 3.16 -0.71
P -2.84 -0.26 0.29
P 2.32 1.42 -2.16
H -1.85 -4.30 -2.14
C -0.77 -4.12 -2.26
C 0.12 -4.31 -1.28
H -0.15 -4.70 -0.29
C -2.59 3.63 -1.84
C -1.82 3.70 0.94
C 0.07 4.40 -1.10
C -2.78 -2.06 0.06
C -2.95 0.11 2.06
C -4.30 0.35 -0.60
C 3.29 -0.14 -2.15
C 3.54 2.60 -1.46
C 2.36 1.82 -3.95
H -0.51 -3.70 -3.24
H 1.18 -4.07 -1.41
H -2.30 4.52 -2.42
H -3.51 3.83 -1.27
H -2.78 2.81 -2.55
H -1.62 4.77 1.09
H -1.29 3.13 1.72
H -2.89 3.51 1.06
H -0.38 5.40 -1.11
H 0.52 4.18 -2.08
H 0.87 4.37 -0.35
H -3.82 -2.43 -0.09
H -2.39 -2.53 0.98
H -2.17 -2.38 -0.81
H -3.95 -0.09 2.46
H -2.72 1.17 2.20
H -2.20 -0.51 2.58
H -5.21 -0.14 -0.21
H -4.25 0.11 -1.68
H -4.42 1.44 -0.47
H 4.21 -0.05 -2.75
H 2.68 -0.95 -2.56
H 3.57 -0.41 -1.12
H 4.38 2.77 -2.14
H 3.92 2.22 -0.51
H 3.05 3.56 -1.27
H 3.38 1.77 -4.36
H 1.95 2.83 -4.10
H 1.73 1.11 -4.51
C -0.87 -0.21 -3.94
C -2.07 0.51 -4.17
C -2.31 1.05 -5.43
C -1.43 0.79 -6.48
C -0.36 -0.10 -6.28
C -0.15 -0.69 -5.04
O -0.31 -0.31 -2.72
H -1.68 0.78 0.29
H -2.76 0.71 -3.34
H -3.19 1.69 -5.62
H -1.59 1.22 -7.47
H 0.29 -0.35 -7.13
H 0.59 -1.47 -4.86
N -0.74 -3.39 3.98
C -0.07 -2.62 3.41
C 0.75 -1.66 2.71
C 1.78 -0.98 3.37
C 2.44 0.03 2.68
C 2.00 0.39 1.41
N 1.04 -0.32 0.74
C 0.49 -1.40 1.37
H 2.07 -1.28 4.38
H 3.29 0.56 3.11
H 2.42 1.24 0.88
H -0.18 -2.03 0.78

2.
71
Properties=species:S:1:pos:R:3 method="wB97M-V/def2-TZVPD" relative_energy_ev=0.000 s_squared=2.07 spin_multiplicity=3 total_energy_ev=-51968.32965 charge=+3 homo_energy_ha="-0.613 / -0.617" gap_ha="0.219 / 0.209"
W 0.45 0.27 0.39
P -0.14 2.45 -0.09
C 1.54 3.19 -0.24
C 2.50 2.54 0.71
N 2.31 1.20 0.86
C 3.38 0.42 1.20
C 4.43 0.97 1.92
C 4.50 2.36 2.05
C 3.56 3.15 1.40
C 3.23 -1.03 0.80
P 1.97 -1.19 -0.56
H 3.58 4.23 1.43
H 5.17 0.30 2.36
H 5.30 2.81 2.63
H 4.18 -1.43 0.41
H 2.95 -1.64 1.68
H 1.83 3.00 -1.31
H 1.46 4.28 -0.06
H 1.69 1.17 -3.84
O 1.82 2.03 -3.35
H 2.51 2.48 -3.84
H 0.78 -0.79 -4.20
O 1.55 -0.33 -4.60
H 1.88 -0.92 -5.30
C 2.98 -0.85 -2.01
H 3.91 -1.43 -1.99
H 2.43 -1.12 -2.92
H 3.19 0.22 -2.08
C 1.45 -2.91 -0.63
H 0.79 -3.03 -1.50
H 2.31 -3.60 -0.74
H 0.88 -3.19 0.26
C -0.92 3.25 1.35
H -1.11 4.32 1.14
H -1.87 2.74 1.54
H -0.28 3.16 2.25
C -1.04 3.02 -1.53
H -1.90 2.37 -1.68
H -1.38 4.06 -1.37
H -0.39 2.96 -2.42
C -5.43 -2.53 -0.33
C -4.08 -1.89 -0.50
C -3.65 -1.50 -1.78
C -2.41 -0.88 -2.01
C -2.00 -0.50 -3.40
C -1.57 -0.64 -0.92
C -1.97 -1.05 0.37
C -3.22 -1.67 0.58
N -1.01 -0.75 1.34
C -1.12 -1.05 2.76
C -2.32 -0.31 3.37
C -1.26 -2.56 2.97
C 0.16 -0.56 3.41
H -6.21 -1.88 -0.74
H -5.48 -3.48 -0.87
H -5.64 -2.72 0.73
H -4.30 -1.69 -2.63
H -1.97 -1.38 -4.06
H -2.71 0.22 -3.84
H -1.01 -0.02 -3.40
H -0.51 -0.16 -1.19
H -3.53 -1.99 1.59
H -2.38 -0.61 4.42
H -2.17 0.78 3.30
H -3.25 -0.56 2.85
H -0.36 -3.08 2.62
H -1.38 -2.75 4.05
H -2.12 -2.96 2.43
H 1.03 -1.17 3.09
H 0.34 0.51 3.17
H 0.05 -0.67 4.49

3.
74
Properties=species:S:1:pos:R:3 method="wB97M-V/def2-TZVPD" relative_energy_ev=0.190 total_energy_ev=-60999.09130 homo_energy_ha="-0.237 / -0.227" gap_ha="0.139 / 0.228"
Pb -0.48 0.24 0.17
P 0.10 -0.48 -2.72
P -0.32 0.33 2.98
N 1.91 -0.54 0.27
H -0.04 1.97 -0.50
C 0.45 0.98 -3.78
H 0.52 0.69 -4.83
H 1.39 1.43 -3.45
H -0.35 1.73 -3.65
C -1.27 -1.33 -3.59
H -1.05 -1.55 -4.64
H -2.18 -0.72 -3.52
H -1.46 -2.26 -3.04
C 1.49 -1.63 -2.98
H 1.57 -1.92 -4.03
H 1.30 -2.52 -2.36
H 2.41 -1.17 -2.62
C 0.04 2.02 3.61
H 0.03 2.08 4.71
H -0.67 2.76 3.22
H 1.03 2.32 3.21
C -1.70 -0.48 3.87
H -1.56 -0.42 4.95
H -1.73 -1.52 3.51
H -2.69 -0.06 3.66
C 1.06 -0.66 3.64
H 1.07 -0.62 4.74
H 2.01 -0.30 3.23
H 0.92 -1.69 3.30
C 3.08 -1.06 0.40
C 5.54 -0.85 0.36
C 4.29 -0.28 0.20
C 3.26 -2.46 0.74
C 4.52 -3.01 0.89
C 5.67 -2.21 0.71
H 6.44 -0.24 0.21
H 4.17 0.76 -0.07
H 2.36 -3.06 0.88
H 4.62 -4.07 1.16
H 6.66 -2.65 0.83
C -3.34 0.75 -1.64
O -2.62 -0.24 -1.37
C -2.76 2.02 -2.20
H -3.48 2.84 -2.01
H -2.57 1.97 -3.29
H -1.81 2.23 -1.68
C -4.80 0.79 -1.29
H -5.02 1.78 -0.87
H -5.01 0.04 -0.52
H -5.47 0.64 -2.15
C -3.57 2.56 4.55
C -4.79 2.09 3.78
C -4.82 2.47 2.29
C -6.23 2.34 1.67
C -6.75 0.93 1.55
C -4.49 3.97 2.05
O -5.20 4.88 2.43
N -3.33 4.22 1.35
C -2.30 3.34 0.97
O -1.21 3.77 0.57
N -2.61 2.00 1.04
C -3.74 1.53 1.61
O -3.95 0.30 1.69
H -2.65 2.30 4.02
H -3.53 2.08 5.53
H -3.55 3.64 4.76
H -4.83 0.99 3.79
H -5.70 2.44 4.29
H -6.92 2.94 2.28
H -6.21 2.82 0.68
H -6.46 0.31 2.39
H -7.84 0.97 1.46
H -6.37 0.44 0.65
H -3.10 5.21 1.18